No. 1
The following is a DFT calculation (ωB97M-V/def2-TZVPD) of an isolated ion of composition C18H26ClN3O2S and charge +2 at a distorted geometry.

Geometry as XYZ:
```
51
Properties=species:S:1:pos:R:3:mulliken_charge:R:1
C -2.332 3.170 0.305 -0.7565
C -3.830 3.511 -0.159 -0.4807
C -4.932 2.734 0.690 -0.6513
C -5.709 1.658 -0.184 -0.6053
N -5.484 0.247 0.225 -0.8780
N -4.225 -0.225 -0.109 0.5028
C -3.250 -0.125 0.880 -0.6211
C -1.884 -0.604 0.705 -0.4692
C -1.511 -1.237 -0.587 0.4785
C -0.046 -1.694 -0.739 0.4452
C 0.523 -2.800 0.075 -0.4979
C 1.948 -3.106 -0.137 -0.0825
N 2.714 -2.410 -1.042 0.1827
C 4.156 -2.720 -1.192 -0.9428
C 5.049 -1.954 -0.095 -0.5364
C 4.330 -0.709 0.556 -0.1008
C 5.154 -0.149 1.814 -0.8263
S 5.661 1.598 1.571 1.0523
O 4.643 2.347 0.828 -0.5319
O 6.987 1.658 0.968 -0.5175
Cl 5.738 2.488 3.454 -0.1788
C 2.206 -1.401 -1.843 -0.1709
C 0.810 -1.011 -1.719 -0.5931
C -2.553 -1.342 -1.612 -0.5186
C -3.897 -0.817 -1.319 -0.0741
H -1.771 2.575 -0.468 0.0856
H -1.793 4.152 0.453 0.3395
H -2.326 2.679 1.318 0.1945
H -3.957 4.611 0.057 0.3561
H -3.933 3.332 -1.265 0.3188
H -5.658 3.514 1.062 0.4341
H -4.523 2.230 1.603 0.3510
H -5.552 1.834 -1.291 0.3685
H -6.809 1.857 -0.016 0.3322
H -6.231 -0.380 -0.082 0.2971
H -3.491 0.332 1.875 0.5429
H -1.107 -0.512 1.498 0.4886
H -0.109 -3.364 0.811 0.4649
H 2.360 -3.942 0.490 0.3913
H 4.389 -3.818 -1.086 0.3492
H 4.553 -2.429 -2.205 0.3529
H 5.942 -1.546 -0.657 0.2855
H 5.471 -2.650 0.676 0.4329
H 3.301 -0.923 0.953 0.0451
H 4.327 0.109 -0.224 0.3002
H 4.467 -0.145 2.711 0.4484
H 6.016 -0.834 2.051 0.4351
H 2.847 -0.863 -2.580 0.3758
H 0.372 -0.205 -2.348 0.4783
H -2.321 -1.814 -2.602 0.4580
H -4.728 -0.905 -2.070 0.4458
```

Calculated values
DFT total energy (Eh): -1873.88911
Gap between HOMO and LUMO (eV): 7.35
Strongest force on any atom (hartree/bohr): 0.0651
Charge: +2

---

No. 2
The following is a DFT calculation (ωB97M-V/def2-TZVPD) of C3H3F3O9S2Sn as an isolated structure at a distorted geometry.

Geometry as XYZ:
```
21
Properties=species:S:1:pos:R:3:mulliken_charge:R:1
Sn -35.394 2.288 -17.149 1.3587
S -38.660 2.801 -16.344 1.3943
O -37.852 3.439 -17.413 -0.7634
O -39.955 2.415 -16.963 -0.7475
O -37.832 1.650 -15.951 -0.7522
O -39.011 3.717 -15.241 -0.6962
C -33.918 2.885 -12.390 -0.9756
C -34.465 2.409 -13.736 0.8240
O -34.176 1.303 -14.250 -0.7467
O -35.048 3.281 -14.434 -0.7308
H -33.673 2.098 -11.675 0.2926
H -34.751 3.438 -11.955 0.2670
H -33.014 3.470 -12.549 0.2256
C -33.321 1.588 -21.829 0.5861
F -33.142 2.860 -21.564 -0.2127
F -33.215 1.385 -23.153 -0.2322
F -32.487 0.757 -21.167 -0.2315
S -35.056 1.095 -21.274 1.0151
O -35.014 1.360 -19.819 -0.5538
O -35.938 2.043 -21.982 -0.6794
O -35.280 -0.302 -21.545 -0.6413
```

Calculated values
DFT total energy (Eh): -2103.63447
Energy above the lowest of the compared OMol25 structures with the same formula, charge and spin (kJ/mol): 0.00
Gap between HOMO and LUMO (eV): 5.67
Strongest force on any atom (hartree/bohr): 0.0909
Charge: -2

---

> Among the records above, which one has the highest strongest force on any atom?

C3H3F3O9S2Sn

---

> Which value of strongest force on any atom does entry 1 give?

0.0651 hartree/bohr